1.
C5H12O2 in the gas phase, computed with wB97M-V/def2-TZVPD.

Structure (XYZ):
```
19
Properties=species:S:1:pos:R:3:forces:R:3
C 1.040510 0.502988 2.089135 0.1 0.0 0.0
O 0.388707 0.612940 0.822180 0.0 0.2 -0.2
C -0.058480 -0.537932 0.087149 -0.1 -0.1 -0.1
C -1.066089 -1.318027 0.919203 0.0 0.0 0.1
C -0.691573 -0.052185 -1.232591 0.0 0.0 0.1
C 0.243043 0.634738 -2.230810 -0.1 -0.4 -0.1
O 0.557047 1.960137 -1.869287 0.2 0.1 0.3
H 1.188012 -0.515290 2.479528 -0.1 0.1 -0.5
H 0.481165 1.051715 2.862615 0.0 -0.1 -0.4
H 2.023410 0.979677 2.003452 -0.1 -0.1 0.0
H 0.797872 -1.184664 -0.179067 0.0 0.2 0.2
H -1.883286 -0.640619 1.186456 0.0 -0.1 0.0
H -0.596648 -1.680233 1.838369 -0.2 0.0 -0.1
H -1.482170 -2.182435 0.388418 0.2 0.2 0.0
H -1.521938 0.633104 -1.016458 0.1 -0.1 0.1
H -1.129845 -0.929397 -1.729923 0.1 0.1 0.2
H 1.154942 0.026872 -2.368684 -0.1 0.1 0.1
H -0.241952 0.691312 -3.214365 0.0 0.0 0.2
H 0.799935 1.931686 -0.933662 0.0 0.1 0.0
```
Forces are in eV/Å.

Properties
Orbital gap   10.93 eV
Energy above the lowest of the compared OMol25 structures with the same formula, charge and spin   1.2683 eV
Total charge   0

2.
3 unconnected molecules or ions with the total composition C5H12O2, computed with wB97M-V/def2-TZVPD.

Structure (XYZ):
```
19
Properties=species:S:1:pos:R:3:forces:R:3
C -1.122052 0.528825 -1.808482 0.9 0.4 -0.4
C 0.184354 0.290817 -1.552082 1.4 1.8 0.2
C 0.856792 -0.434681 -0.368656 -1.6 -0.6 2.3
C 1.449464 -1.875108 -0.467145 0.6 0.1 -1.3
C 1.003045 -2.775547 -1.346859 -0.4 1.3 -0.3
H -1.391732 1.085917 -2.767580 0.3 -0.6 1.7
H -1.896716 0.311255 -1.058248 0.2 -0.6 -0.8
H 0.918065 1.035773 -2.012162 -0.9 -1.7 -0.5
H -0.013931 -0.496562 0.390527 1.3 -0.2 -0.7
H 1.629698 0.153864 0.183093 -0.6 0.1 -0.9
H 2.423220 -2.147137 0.039268 -1.5 0.7 0.0
H 1.420675 -3.744970 -1.476173 0.4 -0.6 0.1
H 0.252178 -2.487667 -2.090479 -0.1 -0.2 0.5
O 0.507521 2.528490 2.836366 1.1 4.7 -1.9
H 0.272104 3.028423 1.969447 0.8 -1.0 2.3
H 0.076179 1.757440 2.658594 -1.8 -3.7 -0.5
O -1.788880 0.868479 2.196729 -3.1 2.1 1.6
H -2.646324 0.925897 1.681724 1.6 -0.5 0.3
H -2.133660 1.446491 2.992118 1.5 -1.6 -1.9
```
Forces are in eV/Å.

Properties
Orbital gap   9.78 eV
Energy above the lowest of the compared OMol25 structures with the same formula, charge and spin   3.4208 eV
Total charge   0

3.
3 unconnected molecules or ions with the total composition C5H12O2, computed with wB97M-V/def2-TZVPD.

Structure (XYZ):
```
19
Properties=species:S:1:pos:R:3:forces:R:3
C 1.046434 0.204988 -0.051580 -2.1 -0.8 1.7
C -0.195713 0.015934 -0.521740 -0.5 -0.5 0.3
C -0.732177 0.396827 -1.848665 0.9 0.3 -0.4
C 0.093759 1.087412 -2.625366 1.4 1.2 0.6
C -0.140244 1.738900 -3.937923 0.7 0.4 -1.6
H 1.340613 -0.049460 0.971230 -0.5 -0.2 -0.4
H 1.756845 0.771575 -0.531116 1.6 0.9 -1.3
H -0.971034 -0.445950 0.085169 0.5 -0.2 0.3
H -1.729960 0.106350 -2.204101 0.3 0.1 0.5
H 1.099445 1.297534 -2.159574 -1.1 -0.2 -0.9
H 0.259194 1.043004 -4.760557 -0.4 1.2 0.9
H 0.358531 2.801838 -4.058849 -0.9 -2.2 0.4
H -1.216140 1.846305 -4.101785 0.1 0.1 -0.2
O 1.883733 -2.790294 1.663147 -1.1 -0.6 -0.5
H 1.603305 -2.871029 2.566327 -0.4 -0.2 0.6
H 2.723678 -2.390187 1.738862 1.5 0.7 -0.1
O -2.575382 -1.232542 6.526034 -1.8 -1.9 -0.2
H -2.922904 -0.447225 6.886245 -0.6 1.4 0.6
H -1.681986 -1.083988 6.364251 2.4 0.4 -0.4
```
Forces are in eV/Å.

Properties
Orbital gap   9.00 eV
Energy above the lowest of the compared OMol25 structures with the same formula, charge and spin   2.6826 eV
Total charge   0

4.
C5H12O2 in the gas phase, computed with wB97M-V/def2-TZVPD.

Structure (XYZ):
```
19
Properties=species:S:1:pos:R:3:forces:R:3
C 2.521456 -0.541397 0.634165 0.0 0.0 0.0
C 1.550427 0.088428 -0.362669 0.0 0.0 0.0
C 0.105550 -0.252635 -0.005458 0.0 -0.1 -0.1
O -0.165859 0.173804 1.341313 0.1 0.2 0.0
C -0.952750 0.280880 -0.972733 0.0 0.0 0.1
C -2.370189 0.022471 -0.450744 0.0 -0.2 -0.4
O -2.704249 0.826262 0.658873 0.0 -0.1 0.2
H 3.560886 -0.277075 0.419889 -0.1 0.0 0.0
H 2.281159 -0.219530 1.651441 0.1 0.0 -0.1
H 2.436864 -1.634369 0.610417 0.0 0.1 0.0
H 1.771695 -0.247704 -1.383693 -0.1 0.0 0.1
H 1.663582 1.183723 -0.369534 0.0 -0.1 0.0
H 0.005625 -1.345431 0.038975 0.0 0.1 0.0
H -0.015447 1.130566 1.369513 0.0 -0.2 0.0
H -0.830615 -0.211933 -1.947253 0.0 0.0 0.2
H -0.818622 1.359269 -1.139636 0.0 -0.1 0.1
H -2.463147 -1.048853 -0.201257 0.0 0.2 0.0
H -3.109546 0.239757 -1.227589 0.1 0.0 0.1
H -2.071176 0.564934 1.345664 -0.2 0.1 -0.1
```
Forces are in eV/Å.

Properties
Orbital gap   10.89 eV
Energy above the lowest of the compared OMol25 structures with the same formula, charge and spin   0.6863 eV
Total charge   0

5.
C5H12O2 in the gas phase, computed with wB97M-V/def2-TZVPD.

Structure (XYZ):
```
19
Properties=species:S:1:pos:R:3:forces:R:3
C 2.286490 0.088326 0.801879 0.0 0.0 0.0
C 0.884348 0.674486 0.599153 -0.1 0.0 0.0
C -0.102986 -0.453764 0.293224 0.1 0.1 -0.3
O -0.491118 -1.171747 1.464887 0.1 0.0 0.2
C -1.410654 -0.167082 -0.455181 0.1 0.3 0.0
C -1.322673 0.906631 -1.524489 0.0 0.0 0.0
O -1.776882 -1.374954 -1.119065 -0.2 -0.2 0.2
H 2.295118 -0.682563 1.582723 0.0 0.1 -0.1
H 2.624516 -0.392946 -0.123456 0.0 0.1 0.2
H 3.024629 0.847939 1.075323 -0.1 -0.1 0.0
H 0.565330 1.243946 1.483207 0.0 -0.1 -0.1
H 0.914161 1.382972 -0.236170 0.0 -0.1 0.1
H 0.410538 -1.147339 -0.392805 0.1 0.0 0.2
H 0.129917 -0.991058 2.177906 0.0 -0.1 -0.1
H -2.183755 0.095058 0.281735 0.1 0.0 -0.1
H -0.389118 0.834580 -2.093298 -0.1 0.0 0.0
H -2.154078 0.769764 -2.221099 0.1 0.1 0.1
H -1.393701 1.909869 -1.090848 0.1 -0.2 0.0
H -1.746802 -2.081981 -0.459586 -0.1 0.1 -0.1
```
Forces are in eV/Å.

Properties
Orbital gap   10.98 eV
Energy above the lowest of the compared OMol25 structures with the same formula, charge and spin   0.7828 eV
Total charge   0

6.
2 unconnected molecules or ions with the total composition C5H12O2, computed with wB97M-V/def2-TZVPD.

Structure (XYZ):
```
19
Properties=species:S:1:pos:R:3:forces:R:3
C -2.051278 1.062795 -1.321332 0.0 0.1 0.0
C -0.921841 0.065888 -1.028567 0.2 0.1 0.0
C 0.063316 0.708126 0.011628 0.2 0.5 -0.2
O -0.620089 0.869378 1.229388 -0.1 0.0 0.1
C 1.498364 0.064394 0.406026 -0.7 0.2 -0.3
C 0.949972 -1.292025 0.344146 -0.1 -0.6 0.2
O 0.256795 -1.786561 1.214007 0.1 -0.2 -0.5
H -2.583927 1.318568 -0.401356 0.1 0.0 -0.1
H -1.654789 1.991854 -1.745390 0.0 -0.1 0.0
H -2.779573 0.659888 -2.034991 0.2 0.0 0.1
H -1.372562 -0.862885 -0.644146 0.3 0.3 0.1
H -0.420808 -0.202360 -1.967924 0.1 0.1 0.2
H 0.323790 1.688159 -0.371496 -0.2 0.4 0.1
H -0.675687 -0.017152 1.634746 0.0 0.2 -0.1
H 1.728199 0.456966 1.403170 -0.3 -0.2 -0.3
H 2.363589 0.242023 -0.251834 -0.7 0.0 -0.2
H 1.034502 -1.739109 -0.661959 0.0 -0.4 0.1
H 2.761438 -1.465092 2.014386 0.3 -0.2 0.3
H 2.100589 -1.762856 2.171497 0.5 -0.1 0.4
```
Forces are in eV/Å.

Properties
Orbital gap   10.91 eV
Energy above the lowest of the compared OMol25 structures with the same formula, charge and spin   2.6669 eV
Total charge   0

7.
2 unconnected molecules or ions with the total composition C5H12O2, computed with wB97M-V/def2-TZVPD.

Structure (XYZ):
```
19
Properties=species:S:1:pos:R:3:forces:R:3
C 0.717316 -2.482733 -0.161641 0.0 0.0 0.0
C 0.711488 -1.177472 0.634452 -0.1 -0.2 0.2
O 1.740581 -0.302248 0.220860 0.0 0.1 -0.2
C -0.654950 -0.476842 0.581340 0.0 0.0 0.0
C -1.081991 -0.135222 -0.823564 0.3 0.1 -0.3
O -0.304447 0.135025 -1.717558 -0.4 -0.2 0.5
H 0.562263 -2.285721 -1.227475 0.0 0.0 0.1
H 1.678452 -2.991326 -0.050962 -0.1 0.1 0.0
H -0.076287 -3.157582 0.178723 0.1 0.1 0.0
H 0.929053 -1.398484 1.684432 0.0 0.0 -0.1
H 1.516082 -0.039902 -0.685231 0.1 0.0 0.1
H -0.585041 0.471019 1.135364 -0.1 -0.2 -0.1
H -1.431052 -1.079483 1.066520 0.1 0.1 -0.1
H -2.170639 -0.128599 -1.027716 0.1 0.1 0.0
C -0.310643 3.008758 0.037468 0.0 0.0 0.0
H 0.181669 3.974403 0.166820 -0.1 -0.1 0.0
H -0.843907 2.993623 -0.915960 0.1 0.0 0.1
H -1.020174 2.855889 0.856027 0.1 0.0 -0.1
H 0.442228 2.216897 0.048103 -0.1 0.2 0.0
```
Forces are in eV/Å.

Properties
Orbital gap   10.85 eV
Energy above the lowest of the compared OMol25 structures with the same formula, charge and spin   0.9902 eV
Total charge   0

8.
A molecular structure, C5H12O2, computed with wB97M-V/def2-TZVPD.

Structure (XYZ):
```
19
Properties=species:S:1:pos:R:3:forces:R:3
C -1.912952 1.820878 1.015684 -0.1 0.0 0.0
C -0.499847 1.292878 0.756721 0.1 0.0 0.0
C -0.613799 0.148396 -0.229212 -0.2 0.0 0.4
O -0.773829 0.455142 -1.519768 -0.1 0.1 -0.1
C 1.059676 -0.842496 -0.056795 0.0 -0.2 0.1
C 1.114499 -2.060691 -0.964337 0.0 0.0 0.0
O 2.212770 -0.043653 -0.069726 0.2 -0.1 0.0
H -2.401888 2.078512 0.071108 0.1 0.0 0.1
H -2.525541 1.066029 1.523726 0.1 0.1 -0.1
H -1.890116 2.712956 1.648500 0.0 -0.1 -0.1
H 0.127252 2.063517 0.298067 -0.1 -0.1 0.1
H -0.030175 0.974354 1.694522 -0.1 0.0 -0.1
H -1.198694 -0.707963 0.166551 0.1 0.1 -0.1
H 0.326454 -0.133264 -1.001575 0.1 -0.2 -0.1
H 0.810685 -1.120718 0.971054 0.0 0.1 -0.2
H 1.297589 -1.771902 -2.007013 0.0 0.0 0.1
H 1.902197 -2.752602 -0.645100 -0.1 0.1 0.0
H 0.158424 -2.592625 -0.934567 0.1 0.1 0.0
H 2.879651 -0.459496 -0.630089 -0.1 0.1 0.0
```
Forces are in eV/Å.

Properties
Orbital gap   9.32 eV
Energy above the lowest of the compared OMol25 structures with the same formula, charge and spin   4.6106 eV
Total charge   0